Here is C20H20F7NO3PPd as an isolated structure in a non-equilibrium geometry from the OMol25 dataset. Energies are from the ωB97M-V functional and the def2-TZVPD basis.

Structure (XYZ):
```
53
Properties=species:S:1:pos:R:3:forces:R:3:mulliken_spin:R:1
Pd -2.1637 1.1793 -0.5707 1.9 -1.8 0.4 0.1820
C 1.7307 -5.0414 1.0709 -0.2 -0.7 0.0 0.0079
C 1.6130 -4.6683 -0.3979 -0.2 0.9 -1.4 -0.0121
C 2.8904 -4.6768 -1.2590 0.2 -2.1 -1.1 -0.0008
C 3.9392 -3.6162 -0.9032 0.6 -0.9 0.2 0.0009
C 3.3302 -2.3120 -0.5298 -1.5 1.3 0.2 0.0016
C 4.0989 -1.1271 -0.4130 0.2 -0.1 -0.4 0.1764
C 3.4847 0.1096 -0.2155 0.4 -0.8 0.1 -0.0840
F 4.3128 1.1963 -0.0163 -0.6 -0.4 -0.4 -0.0020
C 2.1181 0.2239 -0.1702 -0.9 -0.3 0.6 0.1553
C 1.3022 -0.9561 -0.1958 -1.1 1.4 0.0 -0.0389
C -0.1887 -0.8410 -0.0193 2.0 0.2 0.6 0.2118
O -0.6323 0.2328 0.5638 -0.8 0.1 -1.0 0.0095
C -0.9532 -1.9720 -0.3749 0.9 -2.1 -0.8 -0.1353
C -0.2516 -3.1855 -0.6098 -2.9 2.3 0.0 0.2870
N 1.0850 -3.3079 -0.5935 0.9 -0.5 0.9 0.0652
C 1.9028 -2.1930 -0.3967 1.9 -0.8 -0.6 0.0703
C -2.4345 -1.8724 -0.6645 -2.6 0.4 -0.2 -0.0121
O -3.1632 -2.8925 -0.8415 1.9 1.2 0.4 -0.0049
O -2.9514 -0.6690 -0.7427 0.0 -2.4 0.0 -0.0060
H 2.2471 -6.0090 1.0963 0.3 0.2 0.3 -0.0003
H 0.7104 -5.2845 1.4021 0.3 0.5 0.3 -0.0017
H 2.2228 -4.3057 1.7420 -0.3 -0.4 -0.6 -0.0016
H 0.8277 -5.3524 -0.8772 1.2 0.8 0.6 0.0088
H 2.5252 -4.6199 -2.3405 0.6 0.2 1.3 0.0029
H 3.3993 -5.6932 -1.1540 -0.7 1.1 -0.3 0.0004
H 4.6586 -3.4869 -1.7482 -0.5 -0.1 0.5 -0.0018
H 4.5452 -4.0878 -0.0811 -0.3 0.7 -0.4 0.0036
H 5.1659 -1.1449 -0.6640 -0.3 -0.1 0.4 0.0365
H 1.5827 1.1552 -0.0246 0.2 0.1 0.1 0.0445
H -0.7587 -4.0653 -0.9543 -0.5 -0.2 0.0 0.0549
F -3.9014 2.5740 -1.5155 -0.5 0.1 -1.3 -0.0023
P -3.7978 2.4384 -3.3010 0.0 -0.4 2.8 -0.0070
F -2.5502 3.4313 -3.1934 -0.1 0.0 -0.2 -0.0009
F -2.8822 1.1436 -2.8646 0.1 0.5 -1.9 -0.0015
F -5.0643 1.4563 -3.3238 0.0 0.0 -0.1 0.0001
F -3.5529 2.2866 -4.8849 -0.2 -0.1 0.5 -0.0002
F -4.8397 3.6737 -3.4121 0.6 0.0 -0.3 -0.0001
C 0.0892 4.8161 2.4325 -1.0 0.8 1.1 0.0020
C -1.2201 4.1082 2.0777 -0.2 0.9 1.4 -0.0040
C -2.4767 4.9975 1.8255 -0.6 0.5 -0.4 -0.0001
C -1.5940 3.1451 3.2075 0.1 -1.3 -0.1 0.0002
C -0.9590 3.4105 0.8673 -0.5 -2.8 -3.5 0.0422
C -1.0912 2.6474 -0.1070 0.1 3.5 2.7 -0.0452
H -0.0237 5.4224 3.3534 0.2 -0.2 -0.3 0.0003
H 0.3295 5.4481 1.6151 0.5 0.8 -0.7 0.0001
H 0.8913 4.1033 2.5467 0.1 -0.3 0.1 -0.0013
H -2.7782 5.6749 2.6839 0.5 -0.7 -0.7 0.0002
H -3.3665 4.3200 1.5865 1.3 0.8 0.3 0.0000
H -2.3088 5.6011 0.9017 -0.2 -0.2 0.8 0.0000
H -1.5035 3.5460 4.2275 -0.1 0.2 -0.3 0.0001
H -0.9776 2.2266 3.1416 -0.1 0.5 0.1 -0.0006
H -2.6181 2.8128 3.0184 0.0 -0.1 0.3 0.0001
```
Positions in Å, forces in eV/Å.

Its max |F| is 4.6 eV/Å. The calculation puts the gap between HOMO and LUMO (alpha / beta) at 3.9 / 6.5 eV. The energy relative to the best compared isomer or geometry (same formula, charge and spin) comes out at 29.0 kJ/mol. Its net charge is -2. As for the multiplicity: 2. The lowest unoccupied orbital energy (alpha / beta) is 0.1580 / 0.1570 Eh.